# 1
10
Properties=species:S:1:pos:R:3 method="wB97M-V/def2-TZVPD" homo_energy_ha="-0.366 / -0.298" gap_ha="0.366 / 0.247" mol_weight_g_mol=109.51 largest_force_ev_per_a=0.96
C -1.23574 -0.10435 0.29075
C -0.40388 0.81858 -0.49548
N 1.78782 -0.68125 -0.02789
O 2.76838 -0.08050 0.29817
O 1.53807 -1.84769 -0.15326
Cl 0.25339 2.20841 0.19301
H -2.29856 0.07828 0.12081
H -1.03731 -0.00172 1.35628
H -1.03312 -1.13394 -0.01454
H -0.33906 0.74417 -1.56786

***

# 2
46
Properties=species:S:1:pos:R:3 method="wB97M-V/def2-TZVPD" homo_energy_ha=-0.288 gap_ha=0.311 mol_weight_g_mol=394.93 largest_force_ev_per_a=4.69 smiles=CSc1nc(Nc2ccccc2)c2ccn(C[C@@H](Cl)c3ccccc3)c2n1
C 3.21128 1.27006 3.30930
S 1.60665 2.03606 3.80930
C 0.44464 1.34151 2.69541
N -0.83617 1.53624 2.96575
C -1.72461 1.06998 2.10273
N -3.01407 1.43279 2.42194
C -3.95041 2.05795 1.55956
C -5.23091 2.22700 2.10259
C -6.19034 2.95588 1.32953
C -5.86853 3.46604 0.06736
C -4.62674 3.26923 -0.47309
C -3.66140 2.59767 0.29494
C -1.32509 0.26106 1.08687
C -2.06578 -0.46440 0.08772
C -1.12576 -0.95811 -0.78362
N 0.13385 -0.63375 -0.29361
C 1.45000 -0.91022 -0.91307
C 1.43956 -2.13252 -1.91091
Cl 0.67762 -1.57131 -3.43287
C 2.85104 -2.58626 -2.26387
C 3.82678 -1.67994 -2.75563
C 5.11072 -2.09580 -3.11389
C 5.46446 -3.42305 -2.95217
C 4.53313 -4.33257 -2.42124
C 3.22297 -3.95146 -2.10975
C -0.02613 0.11013 0.87313
N 0.88505 0.65144 1.65778
H 4.00415 1.68134 3.96975
H 3.11620 0.17200 3.38991
H 3.46196 1.52743 2.27554
H -2.97694 1.82570 3.34156
H -5.49497 1.81194 3.07242
H -7.21210 3.03921 1.72724
H -6.64368 4.02267 -0.48712
H -4.32492 3.66820 -1.44986
H -2.65704 2.50342 -0.15671
H -3.12599 -0.52467 -0.04531
H -1.38029 -1.47857 -1.68301
H 1.83291 -0.00234 -1.38420
H 2.12505 -1.16278 -0.09732
H 0.88339 -2.95520 -1.46415
H 3.59091 -0.61826 -2.97284
H 5.79636 -1.34046 -3.52277
H 6.48022 -3.65855 -3.21135
H 4.85479 -5.36135 -2.38736
H 2.45816 -4.69337 -1.85459

***

# 3
15
Properties=species:S:1:pos:R:3 method="wB97M-V/def2-TZVPD" homo_energy_ha=-0.381 gap_ha=0.373 mol_weight_g_mol=90.07 largest_force_ev_per_a=5.22 smiles=O.O.O.O.O
O 0.44856 2.16744 -1.08144
H 1.30909 2.30542 -1.40221
H -0.07746 2.17846 -1.96624
O -0.64367 0.79581 3.02382
H 0.16227 0.49369 3.26289
H -0.44776 0.43734 2.06701
O -0.17407 0.01226 0.38301
H -0.15910 0.78899 -0.19585
H -0.84131 -0.35738 -0.14188
O 2.45427 -1.07768 -0.13595
H 1.77743 -0.50800 0.07673
H 2.80314 -0.77234 -1.00612
O -2.21257 -2.31382 -0.57820
H -2.78620 -1.56733 -1.04648
H -1.61260 -2.58286 -1.25909

***

# 4
5
Properties=species:S:1:pos:R:3 method="wB97M-V/def2-TZVPD" homo_energy_ha="-0.168 / -0.168" charge=-1 gap_ha="0.206 / 0.206" mol_weight_g_mol=178.33 largest_force_ev_per_a=4.69
O 0.22362 -1.27312 -1.26231
O -0.19613 -0.84826 1.29184
P 0.27225 -0.44217 -0.08644
Cl -2.58470 1.93662 0.01917
Br 2.28495 0.62693 0.03774